1.
Here is a structure of composition C33H40BiN2O4PS4 from OMol25. Energies are from ωB97M-V with the def2-TZVPD basis set.

Output
- Frontier orbital gap: 7.6 eV
- E: -104515.2337 eV
- Energy above the lowest of the compared OMol25 structures with the same formula, charge and spin: 0.0 kJ/mol
- HOMO level: -7.08 eV

Structure (ORCA input):
```
! RIJCOSX wB97M-V def2-TZVPD def2/J DEFGRID3
* xyz 0 1
Bi 11.696 14.276 10.960
S 11.910 16.914 11.612
S 10.880 14.358 13.405
S 10.108 15.032 9.015
S 9.215 12.720 11.202
P 14.486 15.566 10.544
O 14.113 14.765 11.770
O 13.418 15.427 9.472
O 14.690 17.075 11.014
O 15.969 15.270 10.006
N 8.898 15.867 11.758
N 12.163 11.420 11.077
C 15.522 13.319 8.630
C 13.306 17.562 13.856
C 13.299 8.866 11.008
C 7.185 17.113 10.008
C 9.118 17.118 11.407
C 13.660 17.458 15.191
C 6.980 15.788 10.358
C 15.190 18.184 10.241
C 10.300 17.758 12.044
C 14.186 19.321 10.398
C 9.459 13.485 8.532
C 8.545 11.280 8.991
C 8.440 11.022 7.632
C 12.350 15.459 15.385
C 9.036 12.500 9.440
C 7.776 13.779 11.656
C 11.406 10.327 11.133
C 13.480 11.255 11.008
C 13.911 7.503 10.954
C 12.448 16.637 13.287
C 16.538 18.570 10.848
C 9.312 13.211 7.166
C 16.795 13.159 10.802
C 7.890 15.197 11.233
C 8.278 17.793 10.518
C 16.500 14.009 9.571
C 14.087 10.017 10.960
C 17.794 14.347 8.826
C 8.815 12.000 6.723
C 13.173 16.409 15.955
C 11.968 15.551 14.037
C 11.921 9.043 11.106
C 15.330 17.831 8.769
H 18.315 13.411 8.542
H 14.578 13.100 9.142
H 13.442 16.321 17.011
H 14.430 7.352 9.982
H 10.204 17.704 13.145
H 15.291 13.968 7.762
H 16.973 19.435 10.315
H 8.066 10.054 7.286
H 18.463 14.946 9.461
H 15.557 18.743 8.181
H 14.384 17.384 8.399
H 13.215 19.030 9.958
H 13.694 18.366 13.231
H 17.631 13.599 11.378
H 17.580 14.922 7.905
H 14.031 19.579 11.455
H 7.787 13.721 12.754
H 17.234 17.713 10.776
H 15.179 9.935 10.887
H 17.074 12.132 10.498
H 15.908 13.133 11.449
H 10.328 10.486 11.206
H 14.556 20.222 9.870
H 16.419 18.825 11.914
H 6.139 15.216 9.952
H 11.248 8.182 11.169
H 8.723 11.814 5.645
H 15.956 12.374 8.258
H 14.069 12.180 11.007
H 8.237 10.523 9.727
H 11.970 14.618 15.965
H 8.486 18.829 10.233
H 6.880 13.280 11.242
H 9.617 13.987 6.455
H 6.484 17.619 9.338
H 14.316 18.203 15.632
H 16.147 17.100 8.621
H 14.669 7.385 11.757
H 13.141 6.725 11.070
H 10.418 18.806 11.719
*
```



2.
Here is a structure of composition C33H40IrN3O4S3 from OMol25. Energies are from ωB97M-V with the def2-TZVPD basis set.

Output
- Frontier orbital gap (alpha / beta): 5.9 / 5.5 eV
- E: -82844.5039 eV
- Energy above the lowest of the compared OMol25 structures with the same formula, charge and spin: 365.0 kJ/mol
- HOMO level (alpha / beta): -16.61 / -16.61 eV
- <S²>: 0.760

Structure (ORCA input):
```
! RIJCOSX wB97M-V def2-TZVPD def2/J DEFGRID3
* xyz 3 2
Ir 0.069 -0.086 0.195
S -2.090 2.579 0.620
S -2.723 -0.603 0.087
S -2.491 2.220 -2.086
O 0.090 0.611 -1.677
O 0.432 -0.881 -7.689
O 0.304 -2.875 -6.851
O -0.318 -1.920 -0.757
N 1.803 -1.321 0.647
N 0.349 -1.667 -6.775
N 0.682 0.431 2.166
C 2.619 -4.378 -1.246
C 0.514 0.280 -5.233
C 1.286 -4.154 0.876
C -3.970 0.013 -1.104
C -0.208 3.844 3.242
C -0.827 1.210 3.956
C -1.143 -0.206 4.381
C 0.303 2.804 2.482
C 0.213 0.019 -2.850
C 0.018 1.494 2.882
C 1.219 3.067 1.312
C 0.476 0.822 -3.968
C -3.431 1.746 1.519
C 0.067 -1.906 -4.353
C 2.078 -3.563 -0.264
C 3.485 -2.469 -2.427
C -1.019 3.589 4.341
C -0.216 -2.218 -1.970
C -3.716 3.365 -1.373
C 3.221 -0.126 -1.553
C 3.584 -1.876 2.220
C 1.683 -0.182 2.683
C 2.234 0.081 4.035
C 0.030 -1.360 -3.052
C -3.439 0.705 -2.352
C 2.300 -2.184 -0.371
C 3.318 -3.841 -2.318
C -3.316 0.220 1.592
C 2.343 -1.174 1.793
C 2.975 -1.611 -1.467
C 0.299 -1.090 -5.412
C -3.002 3.945 -0.169
C -1.344 2.284 4.675
H 4.039 -2.056 -3.262
H 1.044 2.366 0.484
H 4.103 0.144 -0.966
H 1.787 0.957 4.494
H 0.633 1.880 -3.800
H -0.997 -0.934 3.581
H -4.514 -0.878 -1.416
H -4.288 -0.200 1.849
H 0.712 0.895 -6.102
H -4.621 2.818 -1.116
H 4.331 -1.153 2.554
H -4.366 2.055 1.054
H 2.055 -0.787 4.679
H -1.387 4.411 4.942
H 1.955 -4.517 1.663
H 2.265 2.964 1.614
H 0.047 4.865 2.981
H -0.339 -3.276 -2.219
H 4.003 -2.461 1.407
H 3.408 0.178 -2.581
H 3.378 -2.543 3.063
H 3.316 0.216 3.989
H 1.092 4.081 0.936
H -1.972 2.084 5.537
H -2.598 -0.099 2.345
H 2.387 0.454 -1.163
H -0.500 -0.502 5.215
H 0.589 -3.440 1.315
H -3.972 4.130 -2.107
H -2.231 4.653 -0.475
H -2.167 -0.280 4.747
H -4.275 0.979 -3.002
H -3.408 2.150 2.534
H -4.662 0.655 -0.564
H 3.729 -4.493 -3.079
H -3.659 4.434 0.548
H 0.723 -5.022 0.535
H -0.093 -2.965 -4.518
H 2.488 -5.451 -1.164
H -2.776 0.048 -2.916
*
```



3.
Here is a structure of composition C33H40N2O2 from OMol25. Energies are from ωB97M-V with the def2-TZVPD basis set.

Output
- Frontier orbital gap: 6.7 eV
- E: -41944.3734 eV
- HOMO level: -6.46 eV

Structure (ORCA input):
```
! RIJCOSX wB97M-V def2-TZVPD def2/J DEFGRID3
* xyz 0 1
O -2.720 -2.209 -0.003
O 0.529 -4.411 -1.467
N 4.550 0.270 -3.819
N -3.856 2.793 4.592
C -1.567 1.332 2.157
C -2.699 4.691 3.488
C -1.513 -0.029 2.566
C 3.718 -1.488 -2.356
C 2.750 0.743 -2.250
C -1.941 -2.953 -0.611
C -2.271 -0.404 3.704
C 4.724 -2.409 -2.949
C 5.124 -2.066 -4.389
C 0.526 -1.570 -0.195
C -2.294 3.724 2.380
C -1.172 -1.187 -2.230
C -5.072 0.975 5.753
C 4.597 1.642 -4.263
C 1.699 -1.117 -1.009
C -0.766 -1.000 1.851
C -2.274 2.299 2.837
C 0.050 -0.641 0.795
C 3.709 -0.146 -2.820
C -4.783 2.459 5.648
C -3.810 0.132 5.549
C 4.036 2.637 -3.242
C -2.178 -4.467 -0.510
C 5.468 -0.585 -4.532
C -3.924 4.197 4.239
C -0.747 -2.354 -1.390
C 2.702 2.171 -2.683
C 2.777 -1.933 -1.417
C -3.095 1.890 3.928
C 0.573 -3.209 -3.522
C 0.111 -3.423 -2.113
C -3.062 0.535 4.344
C 1.756 0.224 -1.420
H -3.137 -4.725 -1.012
H -1.819 -1.506 -3.063
H 5.623 -2.374 -2.313
H 3.949 3.609 -3.729
H 5.958 -2.696 -4.731
H -1.875 4.793 4.200
H 2.400 2.788 -1.830
H 6.499 -0.395 -4.183
H 0.437 0.391 0.807
H 0.938 0.890 -1.105
H -5.527 0.751 6.720
H -4.049 4.758 5.178
H 1.532 -3.728 -3.595
H 4.363 -3.444 -2.928
H -4.366 2.853 6.587
H 2.855 -2.944 -1.004
H -3.001 3.829 1.548
H 0.523 -2.607 0.166
H -1.741 -0.452 -1.630
H 4.748 2.757 -2.420
H 5.642 1.888 -4.518
H -2.240 -1.428 4.063
H -0.303 -0.678 -2.649
H 5.494 -0.319 -5.604
H -3.118 0.281 6.388
H -5.710 3.032 5.461
H 0.703 -2.151 -3.753
H -5.815 0.726 4.984
H -4.048 -0.933 5.515
H -2.893 5.688 3.092
H -1.309 3.983 1.983
H -1.374 -5.105 -0.900
H -0.877 -2.051 2.188
H -4.852 4.366 3.657
H 4.291 -2.283 -5.071
H 4.051 1.747 -5.225
H -0.136 -3.651 -4.252
H 1.917 2.308 -3.445
H -1.065 1.613 1.222
H -2.322 -4.690 0.561
*
```